Record 1
Density functional theory data (ωB97M-V with the def2-TZVPD basis set) for C4H13O4 as an isolated structure at a distorted geometry.

The calculation puts the energy above the lowest of the compared OMol25 structures with the same formula, charge and spin at 0.759 eV. The LUMO energy comes out at 0.148 hartree. The HOMO energy comes out at -4.40 eV. As for the total charge: -1.

Structure (XYZ):
```
21
Properties=species:S:1:pos:R:3:forces:R:3:mulliken_charge:R:1
C -0.3999 0.6661 -2.1404 -0.514 -0.388 0.660 -0.481
O -0.0496 -0.6470 -2.4923 0.246 -0.027 -0.089 -0.611
C -1.4553 0.6034 -0.9980 0.493 0.251 -0.211 -0.680
C -0.9796 0.1259 0.3902 0.065 1.052 0.214 -0.461
C 0.2835 0.8205 1.0034 0.161 -1.075 -0.705 -0.820
O 1.3489 -0.0508 1.1466 0.582 -0.440 0.780 -0.928
H -0.8441 1.1061 -3.0303 -0.239 0.288 -0.057 0.329
H 0.4848 1.2551 -1.8910 0.088 0.095 0.186 0.268
H -2.0860 -0.2043 -1.3702 -0.661 0.326 -0.002 0.280
H -2.0046 1.5564 -0.9113 0.055 -0.268 -0.137 0.337
H -0.7758 -0.9254 0.2919 0.267 -0.553 0.212 0.378
H -1.8027 0.2499 1.1097 -0.066 -0.199 -0.266 0.391
H 0.5950 1.5872 0.3195 -0.102 1.160 -0.389 0.406
H 0.0666 1.2551 1.9895 -0.302 0.222 -0.168 0.366
H 1.7769 -0.7242 0.1530 -0.833 0.180 -0.510 0.394
H 1.1576 -0.3938 3.5160 -0.011 -0.184 0.175 0.310
H 0.2024 -0.8583 2.5656 0.060 -0.305 -0.476 0.428
O 0.3424 -0.9160 3.5179 0.099 0.208 0.550 -0.734
H 0.6394 -0.9242 -1.8340 0.332 -0.303 -0.097 0.451
H 1.6087 -2.2178 -0.5149 -0.118 -0.646 0.140 0.268
O 1.8913 -1.3638 -0.8208 0.399 0.606 0.191 -0.894
```
Forces are in eV/Å.

Record 2
Density functional theory data (ωB97M-V with the def2-TZVPD basis set) for a 3-piece molecular cluster, C4H13O4 overall at a distorted geometry.

The calculation puts the energy above the lowest of the compared OMol25 structures with the same formula, charge and spin at 0.982 eV. The LUMO energy comes out at 0.141 hartree. The HOMO energy comes out at -4.35 eV. As for the total charge: -1.

Structure (XYZ):
```
21
Properties=species:S:1:pos:R:3:forces:R:3:mulliken_charge:R:1
C -0.1507 -0.7734 -1.5801 1.044 -0.798 1.025 -0.299
C 0.2158 0.4336 -2.4601 -0.727 0.133 0.771 -0.457
C -0.0479 1.8026 -1.7839 1.282 -1.363 1.974 -0.526
O 0.7651 2.0388 -0.5982 0.133 -0.293 -0.657 -0.590
C 0.7547 -1.0513 -0.3160 1.077 0.013 0.041 -0.804
O 0.1246 -0.6411 0.8368 0.615 0.623 -0.595 -0.866
H -1.0748 -0.6636 -0.9975 -0.447 -0.124 -1.007 0.181
H -0.0592 -1.7329 -2.1370 -0.688 0.715 -0.139 0.260
H -0.4391 0.4622 -3.3606 0.696 -0.270 0.162 0.292
H 1.2829 0.3024 -2.6754 -0.173 0.399 -0.507 0.293
H -1.0466 1.7834 -1.3338 -0.458 0.478 -1.133 0.302
H 0.2633 2.5945 -2.4499 -0.705 0.412 -0.241 0.310
H 0.5903 1.2984 0.0121 -0.061 -0.054 0.138 0.348
H 1.0047 -2.1225 -0.2503 -0.527 -0.462 -0.259 0.336
H 1.8228 -0.6867 -0.4624 -0.816 0.560 0.051 0.295
H -1.2652 -1.4548 1.2029 -0.486 0.987 0.409 0.368
H -2.2424 -0.4334 1.8485 0.291 -0.066 -0.167 0.277
O -2.1997 -1.3550 1.5787 -0.204 -0.748 -0.002 -0.741
H 0.0441 -0.6070 3.7164 0.033 -0.019 -0.157 0.259
H 0.5694 -0.1774 2.3191 0.189 -0.401 0.278 0.493
O 0.7601 -0.1122 3.3072 -0.066 0.277 0.015 -0.730
```
Forces are in eV/Å.

Record 3
Density functional theory data (ωB97M-V with the def2-TZVPD basis set) for C4H13O4 as an isolated structure at a distorted geometry.

The calculation puts the energy above the lowest of the compared OMol25 structures with the same formula, charge and spin at 4.220 eV. The LUMO energy comes out at 0.122 hartree. The HOMO energy comes out at -4.58 eV. As for the total charge: -1.

Structure (XYZ):
```
21
Properties=species:S:1:pos:R:3:forces:R:3:mulliken_charge:R:1
C -1.8270 0.7199 0.2944 -0.576 0.767 0.879 -0.454
C -0.7344 -0.2045 0.9103 0.132 1.804 -1.305 -0.660
C 0.4438 -0.3748 -0.0930 -0.630 -0.271 0.922 -0.351
O 1.1467 0.8521 -0.1545 -0.211 -1.237 -0.226 -0.560
C -2.5300 0.1426 -0.9169 0.899 -2.176 2.754 -0.467
O -4.2634 0.3214 -0.6167 2.466 0.267 -0.883 -0.576
H -1.3300 1.6850 0.1003 -0.141 -0.374 -0.241 0.267
H -2.6585 0.9759 1.0260 1.037 -0.535 -0.731 0.263
H -0.3421 0.4089 1.7438 0.009 -0.776 -0.130 0.273
H -1.0820 -1.1654 1.2320 -0.551 -0.521 0.309 0.425
H 0.1112 -0.8107 -1.0753 0.118 0.822 0.427 0.216
H 1.0394 -1.1852 0.3332 0.486 0.187 -0.153 0.306
H -3.6871 0.4892 -1.4214 -3.019 1.237 -1.919 0.243
H -2.1043 0.2897 -1.9453 -0.901 0.683 0.680 0.342
H -2.6324 -0.9207 -0.7870 0.553 -0.441 -0.131 0.291
H 1.9577 0.6358 0.4071 0.458 0.957 -0.161 0.398
H 4.0866 0.9811 1.1793 -0.123 0.154 -0.025 0.186
O 3.3370 0.3863 1.2601 -0.067 -0.223 -0.004 -1.059
H 3.5020 -0.5698 0.2089 -0.017 -0.344 -0.307 0.451
H 4.1735 -1.3459 -1.1204 0.102 0.191 0.143 0.207
O 3.3935 -1.3110 -0.5648 -0.025 -0.169 0.101 -0.741
```
Forces are in eV/Å.

Record 4
Density functional theory data (ωB97M-V with the def2-TZVPD basis set) for a 4-piece molecular cluster, C4H13O5S2 overall at a distorted geometry.

The calculation puts the energy above the lowest of the compared OMol25 structures with the same formula, charge and spin at 0.640 eV. The LUMO energy comes out at 0.109 hartree. The HOMO energy comes out at -5.46 eV. As for the total charge: -1.

Structure (XYZ):
```
24
Properties=species:S:1:pos:R:3:forces:R:3:mulliken_charge:R:1
C -1.1866 0.3699 -1.0705 1.392 0.200 1.550 -0.086
C 0.3004 0.8259 -0.8508 0.896 -0.954 -0.547 0.024
O 0.5638 2.0478 -0.8701 -0.787 0.546 0.215 -0.789
O 1.1712 -0.0757 -0.7545 -0.791 -0.174 0.113 -0.616
C -1.8675 0.2652 0.3096 0.049 1.585 0.614 -0.557
S -1.7047 -1.1540 1.4598 -1.687 -0.285 -0.822 -0.144
S 0.1091 -1.4605 2.1736 1.255 0.142 -0.322 -0.068
C 0.8311 -2.6202 0.9593 -1.110 -0.259 -0.136 -0.692
H -1.5893 1.1873 -1.6567 -0.708 -0.178 -0.073 0.398
H -1.2049 -0.6015 -1.5566 -0.091 0.078 -0.280 0.245
H -2.9494 0.3747 0.1953 -0.145 -0.590 0.032 0.370
H -1.6594 1.1463 0.9633 0.302 -0.400 -0.751 0.052
H 0.7714 -2.2804 -0.0742 0.408 0.733 0.308 0.155
H 1.8430 -2.8103 1.2882 0.239 -0.206 -0.096 0.284
H 0.1888 -3.5047 0.9570 0.368 -0.262 0.432 0.364
H 0.6900 0.5608 -3.6696 0.357 -0.488 0.180 0.319
H 0.1178 1.8416 -3.1751 0.093 0.295 0.258 0.358
O 0.2216 1.3282 -3.9827 -0.324 0.275 -0.324 -0.665
H 3.3045 -1.5359 -1.4596 -0.480 0.390 0.366 0.286
H 2.9625 -0.7037 -0.1651 -0.610 0.141 -0.742 0.372
O 3.6731 -1.0487 -0.7171 1.342 -0.523 0.234 -0.624
H -1.3694 3.4079 1.1555 -0.714 0.689 0.191 0.304
H -0.5021 3.3594 0.0666 0.161 0.403 -1.248 0.367
O -1.2355 3.9467 0.3586 0.584 -1.157 0.847 -0.657
```
Forces are in eV/Å.

Record 5
Density functional theory data (ωB97M-V with the def2-TZVPD basis set) for an isolated ion of composition C4H14BN2 and charge +1 at a distorted geometry.

The LUMO energy (alpha / beta) comes out at -0.113 / -0.264 hartree. Its spin multiplicity is 3. The HOMO energy (alpha / beta) comes out at -8.50 / -14.69 eV. As for the total charge: +1.

Structure (XYZ):
```
21
Properties=species:S:1:pos:R:3:forces:R:3:mulliken_charge:R:1
B 1.7643 -0.4947 0.1106 1.650 -1.132 4.625 -0.334
C 1.5959 -0.4347 -2.2874 0.112 -0.799 1.147 -0.899
C -1.4884 -0.1409 2.3680 0.107 -0.251 2.431 -0.768
C -0.2565 0.6939 -1.0328 -0.426 -1.827 -0.573 -0.651
C -0.8266 1.0490 0.3175 -0.980 1.373 -0.371 -0.627
N 0.9867 -0.0441 -0.9810 -0.764 2.253 -6.747 0.228
N -1.2081 -0.2099 0.9391 1.838 0.602 1.136 -0.111
H 2.6553 -1.1591 -0.0593 1.366 -0.726 -0.507 -0.087
H 1.3413 -0.4485 1.1749 -0.763 0.289 1.227 -0.014
H 0.8388 -0.7313 -2.9783 -0.866 -0.862 -0.333 0.366
H 1.9640 0.3945 -2.8378 0.692 1.560 0.002 0.404
H 2.4626 -1.1638 -2.2036 -1.533 0.851 0.320 0.289
H -2.5675 -0.0202 2.5334 0.321 0.860 -0.333 0.381
H -1.3782 -1.1263 2.8753 0.747 0.571 -0.623 0.360
H -0.8472 0.6552 2.8764 -1.043 -1.208 -0.758 0.284
H -0.8260 -0.1231 -1.5604 -0.665 0.802 0.290 0.387
H -0.3361 1.5432 -1.6756 0.697 0.582 -0.776 0.486
H -1.6934 1.7665 0.3313 1.115 -0.544 -0.325 0.464
H 0.0234 1.3947 0.9080 -0.276 0.391 0.227 0.484
H -0.3178 -0.6376 0.6549 0.757 -1.894 1.587 0.017
H -1.8865 -0.7628 0.5267 -2.087 -0.894 -1.647 0.341
```
Forces are in eV/Å.

Record 6
Density functional theory data (ωB97M-V with the def2-TZVPD basis set) for an isolated ion of composition C4H14ClN2Si and charge +1 at a distorted geometry.

The calculation puts the energy above the lowest of the compared OMol25 structures with the same formula, charge and spin at 0.000 eV. The LUMO energy comes out at -0.114 hartree. The HOMO energy comes out at -14.10 eV. The SMILES is CC[Si@](N)(Cl)[C@@H](C)[NH3+]. As for the total charge: +1.

Structure (XYZ):
```
22
Properties=species:S:1:pos:R:3:forces:R:3:mulliken_charge:R:1
C 2.7124 -0.1046 0.0427 -0.204 -5.653 -1.938 -1.303
C 1.6012 -0.6961 -0.9445 0.818 1.224 0.029 -0.535
Si -0.0665 -0.9222 -0.1473 0.027 -0.994 0.337 0.549
N -0.5282 -2.0197 1.1469 0.446 -0.968 -1.643 -0.491
Cl -1.5952 -1.4789 -1.5484 0.762 0.224 0.068 -0.318
C -0.7530 0.7724 0.3869 -1.726 -0.503 1.869 -0.349
C -0.7085 1.8430 -0.6450 1.083 1.944 -1.729 -1.117
N -2.2439 0.4717 0.5925 -0.486 -0.342 -0.385 -0.197
H 2.3584 0.7446 0.4217 -0.782 3.421 2.148 0.491
H 2.9357 -0.9862 0.7241 0.172 1.774 -0.265 0.324
H 3.4782 0.0244 -0.7031 0.882 0.413 0.567 0.362
H 2.1206 -1.6272 -1.2584 -1.000 0.588 -0.655 0.454
H 1.5729 0.1741 -1.7105 -0.465 -2.047 0.519 0.263
H -0.2551 -1.9697 2.0888 0.606 1.028 1.466 0.244
H -0.4231 -3.0437 1.0160 -0.381 0.896 -0.702 0.233
H -0.6125 1.0926 1.4206 1.637 0.343 -0.263 0.442
H -0.8332 1.4776 -1.7350 0.521 0.346 1.762 0.257
H 0.2983 2.3665 -0.4882 -1.312 -0.639 -0.751 0.285
H -1.4845 2.6628 -0.5680 0.727 -0.917 0.387 0.443
H -2.7182 1.3700 0.7622 -0.192 -0.278 -1.426 0.351
H -2.5435 -0.0075 1.4528 0.833 -0.832 -0.561 0.332
H -2.3122 -0.1438 -0.3068 -1.966 0.972 1.166 0.279
```
Forces are in eV/Å.

Please write out number 2 again, unchanged.
Density functional theory data (ωB97M-V with the def2-TZVPD basis set) for a 3-piece molecular cluster, C4H13O4 overall at a distorted geometry.

The calculation puts the energy above the lowest of the compared OMol25 structures with the same formula, charge and spin at 0.982 eV. The LUMO energy comes out at 0.141 hartree. The HOMO energy comes out at -4.35 eV. As for the total charge: -1.

Structure (XYZ):
```
21
Properties=species:S:1:pos:R:3:forces:R:3:mulliken_charge:R:1
C -0.1507 -0.7734 -1.5801 1.044 -0.798 1.025 -0.299
C 0.2158 0.4336 -2.4601 -0.727 0.133 0.771 -0.457
C -0.0479 1.8026 -1.7839 1.282 -1.363 1.974 -0.526
O 0.7651 2.0388 -0.5982 0.133 -0.293 -0.657 -0.590
C 0.7547 -1.0513 -0.3160 1.077 0.013 0.041 -0.804
O 0.1246 -0.6411 0.8368 0.615 0.623 -0.595 -0.866
H -1.0748 -0.6636 -0.9975 -0.447 -0.124 -1.007 0.181
H -0.0592 -1.7329 -2.1370 -0.688 0.715 -0.139 0.260
H -0.4391 0.4622 -3.3606 0.696 -0.270 0.162 0.292
H 1.2829 0.3024 -2.6754 -0.173 0.399 -0.507 0.293
H -1.0466 1.7834 -1.3338 -0.458 0.478 -1.133 0.302
H 0.2633 2.5945 -2.4499 -0.705 0.412 -0.241 0.310
H 0.5903 1.2984 0.0121 -0.061 -0.054 0.138 0.348
H 1.0047 -2.1225 -0.2503 -0.527 -0.462 -0.259 0.336
H 1.8228 -0.6867 -0.4624 -0.816 0.560 0.051 0.295
H -1.2652 -1.4548 1.2029 -0.486 0.987 0.409 0.368
H -2.2424 -0.4334 1.8485 0.291 -0.066 -0.167 0.277
O -2.1997 -1.3550 1.5787 -0.204 -0.748 -0.002 -0.741
H 0.0441 -0.6070 3.7164 0.033 -0.019 -0.157 0.259
H 0.5694 -0.1774 2.3191 0.189 -0.401 0.278 0.493
O 0.7601 -0.1122 3.3072 -0.066 0.277 0.015 -0.730
```
Forces are in eV/Å.